Entry 1:
Here is C32H33N5PTc as an isolated structure from OMol25. Energies are from ωB97M-V with the def2-TZVPD basis set.

Last column: Mulliken charge in e.
Positions of all 72 atoms, in Å:
Tc (-0.432, -0.167, 0.043)  -0.3078
C (-2.213, -0.013, 3.094)  -1.0603
C (-0.728, -0.058, 3.251)  0.4189
C (-0.194, -0.033, 4.538)  -0.9423
C (1.165, -0.018, 4.738)  -0.9793
C (1.998, -0.001, 3.626)  -1.1236
C (1.443, -0.026, 2.372)  0.5810
N (0.088, -0.087, 2.171)  1.1649
C (2.283, 0.065, 1.162)  -0.5160
C (3.657, 0.201, 1.153)  -0.5729
C (4.313, 0.315, -0.065)  -1.6898
C (3.592, 0.287, -1.250)  -0.5521
C (2.222, 0.140, -1.191)  -0.4824
N (1.604, 0.031, 0.001)  2.3566
C (1.321, 0.063, -2.354)  0.6935
C (1.785, 0.164, -3.641)  -1.1472
C (0.887, 0.069, -4.697)  -0.9135
C (-0.443, -0.143, -4.416)  -0.9782
C (-0.884, -0.247, -3.101)  0.4109
C (-2.329, -0.507, -2.834)  -0.8556
N (-0.007, -0.132, -2.074)  0.8995
H (-2.688, -0.052, 4.071)  0.6116
H (-2.586, -0.851, 2.512)  0.0358
H (-2.520, 0.918, 2.618)  0.2112
H (-0.875, -0.014, 5.378)  0.5558
H (1.580, 0.002, 5.737)  0.4978
H (3.069, 0.043, 3.756)  0.5081
H (4.221, 0.232, 2.073)  0.6554
H (5.390, 0.428, -0.090)  0.4945
H (4.104, 0.378, -2.197)  0.6471
H (2.836, 0.317, -3.837)  0.5278
H (1.232, 0.148, -5.720)  0.4948
H (-1.169, -0.235, -5.213)  0.5850
H (-2.833, -0.791, -3.754)  0.6145
H (-2.820, 0.391, -2.456)  0.2189
H (-2.466, -1.316, -2.115)  -0.1326
C (-5.652, -2.628, -0.265)  -0.6829
C (-5.903, -1.295, -0.576)  -0.8434
C (-4.903, -0.344, -0.464)  -0.3921
C (-3.641, -0.736, -0.032)  -1.0317
C (-3.387, -2.062, 0.275)  0.7875
C (-4.390, -3.012, 0.164)  -1.1575
N (-2.561, 0.213, 0.081)  2.0987
N (-2.909, 1.416, 0.063)  -0.9421
C (-1.875, 2.339, 0.081)  -0.0225
C (-2.212, 3.686, 0.071)  -0.3739
C (-1.196, 4.634, 0.085)  -0.8366
C (0.128, 4.223, 0.108)  -0.8606
C (0.462, 2.863, 0.117)  -0.5906
C (-0.534, 1.905, 0.103)  1.6757
H (-6.441, -3.364, -0.354)  0.4620
H (-6.887, -0.994, -0.910)  0.4595
H (-5.095, 0.692, -0.712)  0.5490
H (-2.413, -2.345, 0.652)  0.0488
H (-4.196, -4.046, 0.423)  0.5012
H (-3.258, 3.969, 0.052)  0.5567
H (-1.437, 5.689, 0.079)  0.4565
H (0.918, 4.963, 0.120)  0.5033
H (1.511, 2.588, 0.144)  0.4244
C (1.838, -3.104, -0.435)  -1.3533
P (0.108, -2.759, 0.006)  1.4880
C (-0.809, -3.671, -1.274)  -1.1655
C (-0.098, -3.700, 1.549)  -1.2949
H (1.972, -4.186, -0.472)  0.5878
H (2.526, -2.696, 0.307)  0.2891
H (2.078, -2.698, -1.418)  0.3460
H (-0.573, -4.732, -1.184)  0.5153
H (-0.488, -3.326, -2.259)  0.3483
H (-1.886, -3.537, -1.185)  0.2808
H (0.088, -4.753, 1.334)  0.4631
H (-1.094, -3.600, 1.977)  0.3899
H (0.632, -3.359, 2.285)  0.3858

## Properties
Expectation value of S²: 3.786
Kohn-Sham gap (alpha / beta) in eV: 7.2844 / 5.6714
DFT total energy in eV: -52633.7989
Total charge: +3
LUMO level (alpha / beta) in eV: -9.488 / -11.136
HOMO level (alpha / beta) in eV: -16.8 / -16.8
Multiplicity: 4

Entry 2:
Here is C35H33ClN4S2Si2W as an isolated structure in a non-equilibrium geometry from OMol25. Energies are from ωB97M-V with the def2-TZVPD basis set.

Last column: Mulliken charge in e.
Positions of all 78 atoms, in Å:
C (-0.232, 1.082, -1.502)  -0.1709
C (1.136, 0.737, -1.704)  -1.1420
C (1.180, -0.543, -2.329)  -0.7307
H (1.997, 1.363, -1.514)  0.7564
C (-0.168, -1.001, -2.511)  -0.0038
C (-1.033, -0.010, -1.968)  -1.0915
H (-2.106, -0.023, -2.055)  0.7344
H (-0.593, 2.046, -1.160)  0.4674
H (2.074, -1.008, -2.714)  0.6809
H (-0.472, -1.894, -3.042)  0.5823
W (0.235, -0.775, -0.360)  0.8561
Si (3.436, -4.228, -2.669)  -0.5784
C (4.775, -4.885, -1.468)  0.6725
C (4.688, -6.100, -0.771)  -0.4456
H (3.740, -6.658, -0.706)  0.8062
C (5.806, -6.609, -0.093)  -0.9590
H (5.710, -7.541, 0.447)  0.4765
C (7.005, -5.907, -0.063)  -0.6688
H (7.889, -6.306, 0.441)  0.4303
C (7.032, -4.640, -0.644)  -0.6733
H (7.910, -4.020, -0.496)  0.4853
C (5.937, -4.131, -1.355)  -0.2349
H (5.975, -3.129, -1.782)  0.3981
C (3.346, -5.943, -3.518)  0.8882
C (4.386, -6.363, -4.361)  -0.6202
H (5.164, -5.640, -4.634)  0.3586
C (4.468, -7.702, -4.786)  -0.6751
H (5.308, -7.994, -5.419)  0.4116
C (3.505, -8.652, -4.419)  -0.6336
H (3.577, -9.688, -4.748)  0.4169
C (2.435, -8.224, -3.647)  -0.9754
H (1.637, -8.905, -3.375)  0.4313
C (2.394, -6.904, -3.199)  0.1143
H (1.569, -6.641, -2.557)  0.4375
H (3.959, -3.155, -3.521)  -0.2027
Si (2.209, -5.364, 0.996)  -0.3634
C (1.497, -4.855, -0.691)  0.9425
C (1.933, -3.803, -1.688)  4.4199
H (2.100, -2.813, -1.254)  -2.2331
C (1.235, -3.727, -2.989)  -1.1934
H (1.436, -2.914, -3.700)  0.7210
C (0.262, -4.654, -3.289)  -0.9713
H (-0.078, -4.805, -4.319)  0.4583
C (-0.295, -5.404, -2.247)  -0.7295
H (-1.208, -5.954, -2.411)  0.5383
C (0.307, -5.510, -0.991)  -1.4123
H (-0.178, -6.067, -0.190)  0.5476
C (3.462, -4.137, 1.581)  0.4924
C (3.511, -2.900, 0.905)  0.6613
H (2.627, -2.563, 0.360)  0.1265
C (4.683, -2.139, 0.833)  -0.3616
H (4.740, -1.256, 0.177)  0.4469
C (5.808, -2.550, 1.547)  -0.8506
H (6.763, -2.054, 1.365)  0.4764
C (5.700, -3.643, 2.412)  -0.8069
H (6.559, -3.924, 3.015)  0.3910
C (4.542, -4.424, 2.453)  -0.5603
H (4.474, -5.298, 3.105)  0.4021
H (1.184, -5.463, 1.962)  -0.1447
Cl (-0.591, -2.874, 0.184)  -0.5938
N (3.145, 0.851, 0.907)  -0.2068
C (2.012, 1.024, 1.591)  0.4522
N (0.804, 0.498, 1.260)  -0.1812
C (-0.183, 1.020, 2.135)  -0.0177
C (0.311, 1.837, 3.134)  -0.4073
S (2.003, 2.086, 3.006)  -0.1517
C (-1.497, 0.623, 1.824)  -0.2551
C (-2.734, 0.889, 2.387)  -0.3984
S (-4.032, 0.084, 1.570)  -0.1074
C (-2.852, -0.611, 0.495)  0.4989
N (-1.575, -0.225, 0.720)  0.5751
N (-3.188, -1.532, -0.444)  -0.2138
H (3.965, 1.358, 1.223)  0.2549
H (3.250, 0.144, 0.185)  -0.0817
H (-0.324, 2.284, 3.889)  0.4497
H (-2.846, 1.532, 3.252)  0.4317
H (-4.176, -1.750, -0.533)  0.2891
H (-2.519, -2.308, -0.569)  0.0671

## Properties
Expectation value of S²: 2.026
Kohn-Sham gap (alpha / beta) in eV: 5.7436 / 5.5874
DFT total energy in eV: -94547.7686
Total charge: +2
LUMO level (alpha / beta) in eV: -6.802 / -7.238
HOMO level (alpha / beta) in eV: -12.5 / -12.8
Multiplicity: 3

Entry 3:
Here is C23H24F3NOSi2 as an isolated structure from OMol25. Energies are from ωB97M-V with the def2-TZVPD basis set.

Last column: Mulliken charge in e.
Positions of all 54 atoms, in Å:
Si (0.090, -3.389, 1.507)  0.4848
O (-0.878, -2.214, 2.148)  -0.0900
Si (-2.196, -1.526, 1.433)  0.4001
C (-3.697, -2.619, 1.632)  0.4668
C (-4.970, -2.134, 1.331)  -0.4390
C (-6.070, -2.971, 1.442)  -0.3031
N (-5.983, -4.241, 1.832)  -0.5894
C (-4.774, -4.702, 2.136)  -0.3700
C (-3.614, -3.944, 2.056)  -0.1076
H (1.504, -3.026, 1.731)  -0.1827
H (-0.181, -4.673, 2.192)  -0.1534
H (-0.182, -3.551, 0.069)  -0.0997
H (-1.933, -1.374, -0.015)  -0.1058
H (-2.442, -0.199, 2.019)  -0.1837
H (-5.119, -1.105, 1.010)  0.3023
H (-7.065, -2.600, 1.206)  0.3439
H (-4.718, -5.740, 2.462)  0.3427
H (-2.664, -4.392, 2.330)  0.2725
F (-1.087, 1.280, 0.167)  -0.3012
C (-0.096, 2.182, 0.347)  0.5345
C (1.116, 1.966, -0.276)  -0.5290
C (2.129, 2.896, -0.085)  -0.2879
C (1.919, 4.010, 0.715)  -0.6044
C (0.690, 4.197, 1.330)  -0.3391
C (-0.335, 3.279, 1.149)  -0.5153
H (1.255, 1.089, -0.894)  0.4583
H (3.084, 2.751, -0.572)  0.3700
H (2.708, 4.735, 0.853)  0.3984
H (0.522, 5.065, 1.954)  0.3773
H (-1.303, 3.403, 1.616)  0.4393
F (1.810, -4.708, -1.121)  -0.2597
C (2.857, -5.538, -0.924)  0.5257
C (3.160, -6.463, -1.903)  -0.5117
C (4.236, -7.313, -1.694)  -0.2808
C (4.981, -7.232, -0.526)  -0.5855
C (4.650, -6.292, 0.440)  -0.3317
C (3.579, -5.431, 0.247)  -0.3539
H (2.562, -6.509, -2.802)  0.4205
H (4.492, -8.044, -2.450)  0.3520
H (5.817, -7.899, -0.369)  0.3721
H (5.227, -6.225, 1.353)  0.3582
H (3.306, -4.687, 0.983)  0.2920
F (1.740, 6.168, -1.335)  -0.2354
C (0.769, 7.004, -1.757)  0.3715
C (1.120, 8.240, -2.259)  -0.5566
C (0.108, 9.086, -2.689)  -0.2973
C (-1.221, 8.692, -2.610)  -0.5776
C (-1.541, 7.442, -2.099)  -0.3548
C (-0.542, 6.581, -1.667)  -0.2646
H (2.162, 8.525, -2.308)  0.4179
H (0.362, 10.059, -3.089)  0.3515
H (-2.004, 9.358, -2.946)  0.3692
H (-2.576, 7.132, -2.034)  0.3564
H (-0.763, 5.600, -1.267)  0.4331

## Properties
Energy above the lowest of the compared OMol25 structures with the same formula, charge and spin in kJ/mol: 0.00
Kohn-Sham gap in eV: 10.0618
DFT total energy in eV: -51686.9234
Total charge: 0
LUMO level in eV: 0.766
HOMO level in eV: -9.3
Multiplicity: 1

Entry 4:
Here is a 2-piece molecular cluster, C4H11N3O overall from OMol25. Energies are from ωB97M-V with the def2-TZVPD basis set.

Last column: Mulliken charge in e.
Positions of all 19 atoms, in Å:
C (-1.464, -0.305, -0.410)  -1.2126
C (-0.356, -0.589, 1.866)  -1.2656
C (-0.478, 0.191, 0.596)  0.9343
N (0.102, 2.121, -0.672)  -0.7473
C (0.096, 1.455, 0.478)  -0.4051
H (0.915, 1.123, -1.513)  0.4415
H (0.649, 2.975, -0.588)  0.2269
H (0.661, 1.823, 1.339)  0.2870
H (-1.146, -1.262, -0.846)  0.2650
H (-1.615, 0.417, -1.211)  0.3353
H (-2.431, -0.492, 0.069)  0.4028
H (-1.306, -0.623, 2.413)  0.3536
H (0.407, -0.180, 2.530)  0.3463
H (-0.097, -1.636, 1.659)  0.2297
O (1.113, -1.872, -0.866)  -0.4120
N (1.488, -0.548, -0.629)  -0.0446
N (1.356, 0.113, -1.748)  -0.3941
H (1.306, -2.311, -0.026)  0.3703
H (0.800, -0.399, -2.443)  0.2890

## Properties
Energy above the lowest of the compared OMol25 structures with the same formula, charge and spin in kJ/mol: 511.12
Kohn-Sham gap (alpha / beta) in eV: 7.0226 / 8.0466
DFT total energy in eV: -10839.9139
Total charge: 0
LUMO level (alpha / beta) in eV: -0.136 / 0.676
HOMO level (alpha / beta) in eV: -7.2 / -7.4
Multiplicity: 1

Entry 5:
Here is C59H43N2O2P3S2SiY as an isolated structure in a non-equilibrium geometry from OMol25. Energies are from ωB97M-V with the def2-TZVPD basis set.

Last column: Mulliken charge in e.
Positions of all 113 atoms, in Å:
Y (2.884, 1.057, -0.157)  -0.7652
C (2.830, 3.042, -3.102)  -0.7252
C (3.459, 1.822, -3.317)  -0.6373
C (2.733, 0.636, -3.265)  -0.2370
C (1.360, 0.676, -3.048)  1.2644
C (0.722, 1.912, -2.910)  -0.7808
C (1.459, 3.088, -2.896)  -0.5603
P (0.254, -0.789, -3.144)  1.1506
C (0.194, -0.651, -5.002)  0.5165
C (1.289, -0.845, -5.846)  -0.1515
C (1.175, -0.614, -7.207)  -0.9510
C (-0.026, -0.171, -7.746)  -0.6436
C (-1.112, 0.047, -6.917)  -0.5500
C (-1.000, -0.191, -5.553)  -0.3837
C (1.322, -2.240, -2.837)  -0.2200
C (1.486, -3.233, -3.805)  -1.0617
C (2.173, -4.399, -3.507)  -0.8208
C (2.657, -4.600, -2.225)  -1.0579
C (2.412, -3.660, -1.236)  -0.4757
C (1.733, -2.472, -1.504)  1.2861
Si (1.188, -1.166, -0.185)  1.8024
C (2.023, -1.447, 1.534)  0.4204
C (3.234, -2.109, 1.755)  -0.9801
C (3.799, -2.189, 3.016)  -1.0739
C (3.140, -1.649, 4.106)  -1.0874
C (1.942, -0.982, 3.926)  -0.0795
C (1.398, -0.822, 2.653)  0.6746
P (-0.177, 0.131, 2.439)  1.1289
C (0.038, 1.757, 3.271)  0.7701
C (0.280, 1.931, 4.635)  -0.1846
C (0.395, 3.201, 5.167)  -1.0567
C (0.254, 4.318, 4.352)  -0.5251
C (-0.026, 4.159, 3.007)  -1.0220
C (-0.131, 2.881, 2.470)  -0.3718
C (-1.143, -0.713, 3.754)  0.4677
C (-1.006, -2.086, 3.960)  -0.7246
C (-1.787, -2.742, 4.899)  -0.8770
C (-2.723, -2.039, 5.642)  -0.7907
C (-2.894, -0.680, 5.418)  -0.7796
C (-2.115, -0.023, 4.479)  -1.1723
C (-0.525, -2.008, 0.233)  -0.1867
C (-0.460, -3.265, 0.844)  -0.0060
C (-1.592, -4.001, 1.137)  -0.7955
C (-2.841, -3.505, 0.807)  -1.1091
C (-2.948, -2.266, 0.205)  -0.2748
C (-1.812, -1.497, -0.068)  0.5235
P (-2.006, 0.183, -0.765)  1.3946
C (-3.392, -0.161, -1.947)  0.6223
C (-4.396, 0.772, -2.203)  -0.8642
C (-5.384, 0.519, -3.145)  -0.6083
C (-5.388, -0.672, -3.854)  -0.6824
C (-4.384, -1.602, -3.626)  -0.7111
C (-3.393, -1.347, -2.691)  -0.3135
C (-3.030, 1.070, 0.509)  0.9884
C (-3.679, 0.516, 1.608)  -0.5023
C (-4.420, 1.315, 2.469)  -0.6653
C (-4.506, 2.682, 2.259)  -0.7477
C (-3.845, 3.253, 1.182)  -0.8306
C (-3.110, 2.453, 0.322)  -0.1583
H (3.405, 3.959, -3.109)  0.3767
H (4.518, 1.796, -3.526)  0.3403
H (3.228, -0.317, -3.409)  0.2983
H (-0.355, 1.933, -2.818)  0.1129
H (0.969, 4.041, -2.747)  0.4436
H (2.237, -1.174, -5.441)  0.4066
H (2.034, -0.770, -7.848)  0.4054
H (-0.108, 0.001, -8.812)  0.3697
H (-2.049, 0.407, -7.324)  0.4418
H (-1.847, -0.014, -4.903)  0.2968
H (1.081, -3.098, -4.798)  0.6123
H (2.322, -5.149, -4.273)  0.3910
H (3.201, -5.507, -1.991)  0.4223
H (2.735, -3.875, -0.226)  0.3547
H (3.765, -2.532, 0.913)  0.2419
H (4.759, -2.672, 3.152)  0.3926
H (3.565, -1.739, 5.098)  0.3780
H (1.435, -0.572, 4.788)  0.1324
H (0.369, 1.076, 5.291)  0.2554
H (0.598, 3.330, 6.223)  0.4070
H (0.371, 5.312, 4.763)  0.4169
H (-0.124, 5.026, 2.369)  0.4659
H (-0.373, 2.756, 1.416)  0.6428
H (-0.273, -2.638, 3.388)  0.4599
H (-1.659, -3.806, 5.055)  0.4304
H (-3.307, -2.546, 6.401)  0.3918
H (-3.635, -0.124, 5.980)  0.4675
H (-2.246, 1.038, 4.311)  0.7597
H (0.515, -3.683, 1.075)  0.2051
H (-1.504, -4.974, 1.608)  0.4141
H (-3.731, -4.085, 1.017)  0.3937
H (-3.928, -1.891, -0.064)  0.6792
H (-4.415, 1.706, -1.657)  0.3228
H (-6.154, 1.259, -3.327)  0.4126
H (-6.164, -0.873, -4.583)  0.3693
H (-4.368, -2.526, -4.191)  0.4262
H (-2.615, -2.081, -2.530)  0.2802
H (-3.605, -0.545, 1.801)  0.1776
H (-4.925, 0.862, 3.313)  0.4377
H (-5.072, 3.307, 2.939)  0.3769
H (-3.902, 4.322, 1.016)  0.4290
H (-2.579, 2.903, -0.511)  0.3605
S (3.443, 3.705, 0.329)  -0.5805
C (3.939, 3.194, 1.909)  1.1565
S (3.917, 1.502, 2.277)  -0.4162
C (4.320, 4.118, 2.865)  0.2588
C (4.715, 3.730, 4.171)  -0.0533
N (5.052, 3.461, 5.241)  -0.6321
C (4.293, 5.512, 2.615)  -0.1208
N (4.258, 6.655, 2.460)  -0.5997
O (4.434, -0.874, -0.672)  -0.1812
C (5.347, -0.081, -1.009)  -0.0183
O (5.199, 1.157, -1.081)  -0.3902
H (6.331, -0.507, -1.284)  0.3694

## Properties
Energy above the lowest of the compared OMol25 structures with the same formula, charge and spin in kJ/mol: 156.70
Kohn-Sham gap in eV: 7.1396
DFT total energy in eV: -127419.8048
Total charge: -1
LUMO level in eV: 2.153
HOMO level in eV: -5.0
Multiplicity: 1

Entry 6:
Here is one molecule with the formula C7H9N3 in a non-equilibrium geometry from OMol25. Energies are from ωB97M-V with the def2-TZVPD basis set.

Last column: Mulliken charge in e.
Positions of all 19 atoms, in Å:
C (2.985, 0.437, 0.222)  0.4747
C (0.313, 1.181, -0.381)  -0.1295
C (-0.232, -0.848, 0.389)  0.8064
C (-1.408, -0.055, 0.602)  -1.1750
C (0.106, -2.323, 0.613)  -1.3025
C (-1.850, 2.321, 0.072)  -0.8146
C (2.401, -0.291, -0.797)  -0.4576
N (3.477, 1.059, 1.101)  -0.4136
N (0.843, -0.061, -0.206)  -0.0446
N (-0.942, 1.202, 0.119)  0.3732
H (0.999, 2.006, -0.650)  0.2999
H (-0.483, -2.719, 1.378)  0.3993
H (-0.218, -2.905, -0.263)  0.2294
H (1.118, -2.456, 1.055)  0.3136
H (-1.282, 3.314, -0.015)  0.2900
H (-2.620, 2.248, -0.751)  0.2786
H (-2.423, 2.370, 0.974)  0.3279
H (2.329, 0.215, -1.809)  0.2619
H (2.537, -1.462, -0.818)  0.2825

## Properties
Energy above the lowest of the compared OMol25 structures with the same formula, charge and spin in kJ/mol: 459.30
Kohn-Sham gap in eV: 8.5376
DFT total energy in eV: -11870.7300
Total charge: 0
LUMO level in eV: 0.411
HOMO level in eV: -8.1
Multiplicity: 1